(P)
Computed, not measured: C3H9NOSi in the gas phase, with ωB97M-V/def2-TZVPD.

CARTESIAN COORDINATES (ANGSTROEM)
C -1.516 1.349 -0.061
C -0.708 0.469 -1.011
Si 1.031 0.056 -0.378
C 1.622 -1.739 -0.500
N 2.042 1.440 -0.559
O 1.701 0.963 0.820
H -1.804 0.792 0.829
H -0.928 2.207 0.251
H -2.420 1.709 -0.549
H -0.594 0.998 -1.959
H -1.267 -0.442 -1.228
H 2.286 -1.877 -1.348
H 2.162 -2.032 0.397
H 0.787 -2.421 -0.627
H 3.025 1.259 -0.695

Results
SMILES string: CC[Si@@]1(C)NO1

Here is what natural (NBO) gives for the atomic charges, in e: -0.598, -0.877, 1.869, -1.131, -0.717, -0.738, 0.202, 0.222, 0.206, 0.244, 0.223, 0.251, 0.257, 0.244, 0.344

=====

(Q)
Computed, not measured: C3H9NOSi in the gas phase, with ωB97M-V/def2-TZVPD.

CARTESIAN COORDINATES (ANGSTROEM)
C -1.261 0.977 -0.093
C 0.269 1.266 -0.171
Si 1.358 -0.062 0.580
C 0.811 -1.815 -0.210
N 2.819 0.234 -0.483
O 3.888 0.489 0.004
H -1.519 0.108 -0.728
H -1.664 0.685 0.862
H -2.058 1.840 -0.269
H 0.354 2.254 0.331
H 0.287 1.592 -1.165
H 1.555 -0.142 1.969
H 0.616 -1.751 -1.313
H 1.716 -2.476 0.092
H -0.183 -2.065 0.167

Results
SMILES string: CC[Si@@H](C)N=O

Here is what natural (NBO) gives for the atomic charges, in e: -0.612, -0.893, 1.393, -1.066, -0.206, -0.267, 0.202, 0.199, 0.216, 0.236, 0.258, -0.186, 0.248, 0.242, 0.234

=====

Most stable of them? (P).

=====

(P)
Computed, not measured: 2 unconnected molecules or ions with the total composition C3H3N3O3, with ωB97M-V/def2-TZVPD.

CARTESIAN COORDINATES (ANGSTROEM)
C 1.463 -0.246 0.030
C -0.102 1.466 -0.177
C -1.305 0.491 0.015
H -1.590 -2.067 0.995
H 3.151 -0.039 -0.274
H -0.398 2.538 -0.144
N -0.946 -0.670 -0.506
N 2.552 -0.775 0.098
N 1.107 1.131 -0.307
O -1.847 -1.642 -0.389
O 0.313 -0.988 0.314
O -2.399 0.801 0.345

Here is what natural (NBO) gives for the atomic charges, in e: 0.628, 0.083, 0.567, 0.409, 0.369, 0.213, 0.101, -0.584, -0.441, -0.437, -0.427, -0.480

=====

(Q)
Computed, not measured: C3H3N3O3 in the gas phase, with ωB97M-V/def2-TZVPD.

CARTESIAN COORDINATES (ANGSTROEM)
O 2.890 0.009 -0.057
C 1.777 -0.260 -0.525
N 1.253 -0.055 -1.691
N -0.106 -0.038 -2.014
C -0.952 -0.524 -1.216
C -0.427 -1.127 0.167
O 0.359 -2.103 0.091
N 0.873 -0.909 0.565
O 1.276 -1.039 1.736
H -1.995 -0.631 -1.541
H -1.322 -1.048 0.868
H 2.218 -0.815 1.542

Results
SMILES string: [O-]C1=NN=C[C@H]2O[N@@+]12O

Here is what natural (NBO) gives for the atomic charges, in e: -0.630, 0.667, -0.435, -0.165, -0.040, 0.203, -0.296, 0.225, -0.450, 0.211, 0.194, 0.516

=====

(R)
Computed, not measured: C3H3N3O3 in the gas phase, with ωB97M-V/def2-TZVPD.

CARTESIAN COORDINATES (ANGSTROEM)
O 2.458 -0.764 -0.558
N 1.579 0.109 -0.425
O 1.607 1.235 -0.813
C 0.292 -0.247 0.324
O 0.451 -1.361 1.061
C -0.961 -0.270 -0.687
C -1.711 0.707 -0.263
N -1.162 1.402 0.819
N -0.046 0.878 1.183
H 1.332 -1.670 1.088
H -1.147 -1.094 -1.243
H -2.692 1.075 -0.485

Results
SMILES string: O=[N+]([O-])[C@]1(O)C=CN=N1

Here is what natural (NBO) gives for the atomic charges, in e: -0.389, 0.518, -0.308, 0.376, -0.672, -0.192, -0.077, -0.104, -0.121, 0.510, 0.228, 0.228

=====

Most stable of them? (R).

=====

(P)
Computed, not measured: CH6OSi in the gas phase, with ωB97M-V/def2-TZVPD.

CARTESIAN COORDINATES (ANGSTROEM)
C 1.371 -0.058 0.000
O 0.123 -0.675 0.000
Si -1.355 -0.008 0.000
H 2.135 -0.837 0.004
H 1.497 0.571 0.885
H 1.500 0.564 -0.890
H -2.150 -1.223 0.000
H -1.560 0.834 -1.183
H -1.560 0.833 1.184

Results
Multiplicity: 3

Here is what natural (NBO) gives for the atomic charges, in e: -0.368, -0.561, 0.507, 0.202, 0.240, 0.241, -0.182, -0.039, -0.039

=====

(Q)
Computed, not measured: 2 unconnected molecules or ions with the total composition CH6OSi, with ωB97M-V/def2-TZVPD.

CARTESIAN COORDINATES (ANGSTROEM)
C 1.001 1.542 0.360
O -0.255 1.167 0.530
Si -1.216 -2.056 -0.576
H 1.236 1.847 -0.667
H 1.786 0.875 0.767
H 1.313 2.366 1.000
H 0.182 -1.908 -0.272
H -2.089 -1.929 -1.765
H -1.957 -1.904 0.623

Results
Multiplicity: 3

Here is what natural (NBO) gives for the atomic charges, in e: -0.326, -0.279, 0.457, 0.159, 0.211, 0.238, -0.149, -0.132, -0.178

=====

Most stable of them? (Q).

=====

(P)
Computed, not measured: a molecular structure, Cl2Hg2O12S, with ωB97M-V/def2-TZVPD.

CARTESIAN COORDINATES (ANGSTROEM)
Hg -4.478 0.422 -1.453
Hg 1.846 -2.206 -1.017
S 4.226 0.231 -0.124
O 3.703 1.562 -0.055
O 5.193 0.117 -1.176
O 4.704 0.047 1.225
O 3.126 -0.628 -0.433
Cl -0.611 1.043 -1.710
O 0.377 0.117 -1.252
O -0.430 2.379 -1.184
O -0.514 1.178 -3.134
O -1.850 0.343 -1.340
Cl -2.960 -0.895 2.313
O -4.148 -0.491 3.017
O -3.420 -0.769 0.960
O -1.709 -0.184 2.646
O -3.056 -2.266 2.717

Here is what natural (NBO) gives for the atomic charges, in e: 0.835, 1.084, 2.581, -0.649, -0.852, -0.722, -1.078, 2.530, -0.856, -0.763, -0.820, -0.843, 2.485, -0.721, -0.798, -0.718, -0.695

=====

(Q)
Computed, not measured: a molecular structure, Cl2Hg2O12S, with ωB97M-V/def2-TZVPD.

CARTESIAN COORDINATES (ANGSTROEM)
Hg 3.069 2.315 -3.052
Hg -3.403 0.420 1.100
S -1.283 0.121 -3.206
O -1.854 0.772 -4.369
O -2.431 0.474 -2.195
O -1.019 -1.262 -3.447
O -0.025 0.914 -3.022
Cl 1.090 2.795 1.479
O -0.036 2.107 0.995
O 1.204 1.756 2.607
O 2.231 2.738 0.637
O 0.780 3.944 2.225
Cl 0.315 -3.425 2.017
O 1.778 -3.469 2.202
O -0.037 -3.406 0.598
O -0.204 -4.559 2.801
O -0.177 -2.236 2.629

Here is what natural (NBO) gives for the atomic charges, in e: 0.129, 0.359, 2.440, -0.537, -0.599, -0.795, -0.640, 2.479, -0.631, -0.502, -0.694, -0.697, 2.454, -0.645, -0.747, -0.694, -0.680

=====

Most stable of them? (P).

=====

(P)
Computed, not measured: a gas-phase ion, C6H11N4 (charge +1), with ωB97M-V/def2-TZVPD.

CARTESIAN COORDINATES (ANGSTROEM)
N 1.853 0.122 -0.037
C 0.893 -0.667 -0.693
C -0.102 -0.154 -1.390
C -0.502 1.325 -1.323
C -1.517 1.669 -0.100
N -0.647 1.423 1.119
C -0.522 0.191 1.443
N -0.511 -0.988 1.527
C -0.015 -2.202 0.909
N 0.976 -1.921 -0.129
H 2.052 1.059 -0.416
H 2.804 -0.316 0.020
H -0.846 -0.798 -1.854
H -0.972 1.557 -2.224
H 0.369 1.830 -1.138
H -1.912 2.614 0.136
H -2.302 0.924 -0.018
H -0.305 2.209 1.702
H 0.308 -2.764 1.844
H -0.948 -2.638 0.537
H 1.843 -2.475 0.084

Results
Total charge: +1
SMILES string: N/C1=C\CC[NH+]=C=NCN1

Here is what natural (NBO) gives for the atomic charges, in e: -0.858, 0.349, -0.307, -0.407, -0.182, -0.600, 0.758, -0.316, -0.053, -0.647, 0.377, 0.395, 0.231, 0.241, 0.202, 0.234, 0.215, 0.466, 0.256, 0.229, 0.418

=====

(Q)
Computed, not measured: 2 unconnected molecules or ions with the total composition C6H11N4, with ωB97M-V/def2-TZVPD.

CARTESIAN COORDINATES (ANGSTROEM)
C 2.918 -2.487 -0.447
C 1.569 -2.333 -0.205
C 2.559 -0.392 -0.688
C 0.220 -0.182 -0.085
C 0.957 2.113 0.451
C -2.635 -0.361 -0.025
N 3.479 -1.368 -0.738
N 1.317 -0.905 -0.352
N 0.041 1.079 0.052
N -1.499 -1.207 0.110
H 3.267 -3.441 -0.402
H 0.865 -3.038 0.306
H 2.764 0.626 -0.801
H 1.972 1.865 0.599
H 0.828 3.006 -0.207
H 0.652 2.420 1.516
H -3.518 -0.984 0.386
H -2.825 -0.135 -1.076
H -2.630 0.551 0.585
H -0.845 1.473 0.110
H -1.179 -1.324 1.058

Results
Total charge: +1

Here is what natural (NBO) gives for the atomic charges, in e: -0.021, -0.069, 0.184, 0.711, -0.453, -0.475, -0.361, -0.438, -0.511, -0.464, 0.230, 0.254, 0.212, 0.239, 0.251, 0.241, 0.277, 0.230, 0.177, 0.431, 0.356

=====

Most stable of them? (P).

=====

(P)
Computed, not measured: 3 unconnected molecules or ions with the total composition C5H18N2O2, with ωB97M-V/def2-TZVPD.

CARTESIAN COORDINATES (ANGSTROEM)
C -2.135 -0.058 -1.909
N -1.253 -0.991 -1.202
C -1.398 -0.993 0.249
C -0.117 -1.466 0.918
N 0.996 -0.498 0.795
C 0.889 0.492 1.891
C 2.221 -1.303 0.868
H -3.087 -0.143 -1.386
H -1.813 0.989 -1.929
H -2.200 -0.453 -2.922
H -0.278 -0.871 -1.427
H -1.733 0.011 0.536
H -2.155 -1.688 0.594
H 0.124 -2.435 0.495
H -0.395 -1.713 1.947
H 1.792 0.388 2.496
H 0.088 0.386 2.620
H 0.925 1.486 1.445
H 2.397 -1.793 1.827
H 2.155 -2.084 0.110
H 3.072 -0.760 0.465
O -0.468 3.684 -0.735
H -1.046 2.939 -0.936
H 0.408 3.296 -0.910
O 1.211 1.565 -1.226
H 1.245 0.685 -0.775
H 0.556 1.327 -1.900

Results
SMILES string: CNCCN(C)C.O.O

Here is what natural (NBO) gives for the atomic charges, in e: -0.412, -0.632, -0.222, -0.231, -0.485, -0.435, -0.421, 0.201, 0.152, 0.207, 0.347, 0.171, 0.187, 0.205, 0.182, 0.193, 0.204, 0.223, 0.182, 0.200, 0.208, -0.951, 0.452, 0.492, -0.972, 0.497, 0.460

=====

(Q)
Computed, not measured: 3 unconnected molecules or ions with the total composition C5H18N2O2, with ωB97M-V/def2-TZVPD.

CARTESIAN COORDINATES (ANGSTROEM)
C -0.156 0.244 -2.506
C -0.490 -0.674 -1.317
N -1.917 -1.067 -1.147
C -0.026 -0.076 0.085
N 1.461 -0.419 0.307
C 1.773 -1.866 0.386
C 2.055 0.366 1.442
H 0.068 -0.199 -3.537
H -0.821 1.062 -2.744
H 0.764 0.569 -2.314
H 0.212 -1.513 -1.427
H -2.515 -0.436 -1.804
H -2.079 -1.950 -1.338
H -0.055 0.959 -0.023
H -0.784 -0.312 0.833
H 2.094 -2.310 1.306
H 2.641 -1.927 -0.267
H 0.871 -2.420 0.067
H 3.009 -0.156 1.360
H 2.321 1.430 1.238
H 1.450 0.126 2.387
O -1.949 2.133 -0.143
H -1.123 2.273 0.391
H -1.877 2.990 -0.552
O -1.707 0.793 3.353
H -1.982 1.744 3.400
H -1.237 0.636 2.564

Results
SMILES string: C[C@H](N)CN(C)C.O.O

Here is what natural (NBO) gives for the atomic charges, in e: -0.624, -0.055, -0.832, -0.223, -0.457, -0.437, -0.431, 0.206, 0.205, 0.213, 0.192, 0.360, 0.348, 0.170, 0.180, 0.188, 0.200, 0.203, 0.204, 0.204, 0.180, -0.911, 0.455, 0.461, -0.941, 0.474, 0.467

=====

Most stable of them? (P).